(1)
Here is an isolated molecule of C10H10 from the Open Molecules 2025 dataset. Energies are from the ωB97M-V functional and the def2-TZVPD basis.

Last column: Löwdin charge in e.
Cartesian coordinates (Å):
C  2.291  -0.816  -0.795  0.103
C  1.786  -1.799  -1.338  -0.136
C  0.910  -2.832  -1.848  -0.132
C  -0.388  -2.661  -1.730  -0.134
C  -1.107  -1.615  -1.023  -0.069
C  -0.647  -0.643  -0.248  -0.016
C  -0.583  0.346  0.477  -0.036
C  -0.524  1.448  1.194  -0.329
C  -1.684  2.274  1.629  -0.058
C  0.912  1.875  1.234  -0.054
H  2.940  -0.154  -0.222  0.039
H  1.566  -3.608  -2.424  0.139
H  -0.905  -3.405  -2.173  0.065
H  -2.117  -1.841  -1.280  0.095
H  -2.629  1.573  1.755  0.123
H  -1.685  3.057  2.434  0.088
H  -1.855  2.837  0.686  0.088
H  1.493  1.068  0.833  0.028
H  0.893  2.759  0.592  0.093
H  1.333  2.136  2.247  0.102

Its total energy is -386.8092 hartree. Its HOMO energy is -0.2826 Eh. The structure (SMILES) is C#C/C=C\C=C=C=C(C)C. The multiplicity is 1. Its energy relative to the best compared isomer or geometry (same formula, charge and spin) is 326.0 kJ/mol.

(2)
Here is an isolated molecule of C5H8N2OS from the Open Molecules 2025 dataset. Energies are from the ωB97M-V functional and the def2-TZVPD basis.

Last column: Löwdin charge in e.
Cartesian coordinates (Å):
C  0.038  0.398  0.260  0.021
C  2.242  1.726  0.048  -0.899
C  -2.190  0.498  -0.636  -0.037
C  -0.920  -1.844  -0.100  -0.033
C  -1.168  -0.296  0.234  -0.330
N  1.019  0.967  -0.083  0.187
N  3.124  -0.123  1.058  0.050
O  3.328  1.121  0.451  -0.158
S  2.149  3.349  -0.431  0.541
H  -1.852  0.841  -1.594  0.079
H  -2.710  1.317  -0.216  0.069
H  -2.984  -0.203  -0.979  0.093
H  -0.234  -2.071  -0.890  0.068
H  -1.827  -2.351  -0.325  0.057
H  -0.468  -2.523  0.676  0.100
H  -1.586  -0.312  1.322  0.178
H  4.040  -0.495  1.205  0.012

Its total energy is -778.0263 hartree. Its HOMO energy (alpha / beta) is -0.2338 / -0.2971 Eh. The multiplicity is 1. Its energy relative to the best compared isomer or geometry (same formula, charge and spin) is 718.0 kJ/mol.